1 | A 2-piece molecular cluster, C6H14NO overall, computed with the ωB97M-V functional and the def2-TZVPD basis.

Atoms and positions in Å:
C: -1.33 0.38 -0.56
O: -0.82 -0.04 0.64
C: -2.77 -0.13 -0.84
C: -2.87 -1.64 -0.87
H: -0.69 0.10 -1.43
H: -1.40 1.49 -0.59
H: -3.13 0.30 -1.80
H: -3.43 0.23 -0.05
H: -3.87 -2.01 -1.18
H: -2.60 -2.11 0.09
H: -2.14 -2.03 -1.60
C: 1.68 1.55 1.13
C: 2.47 0.30 0.61
C: 3.84 0.25 0.59
N: 1.55 -0.66 0.18
H: 1.04 1.21 1.97
H: 0.97 2.00 0.41
H: 2.37 2.30 1.50
H: 4.38 -0.58 0.13
H: 4.41 1.13 0.91
H: 0.48 -0.44 0.47
H: 1.89 -1.61 0.26

## Properties
Total charge = -1
LUMO = 4.156 eV
Orbital gap = 7.6 eV


2 | C6H14NO as an isolated structure, computed with the ωB97M-V functional and the def2-TZVPD basis.

Atoms and positions in Å:
C: 4.40 -0.11 0.49
C: 3.00 -0.53 -0.35
N: 1.80 -0.12 0.44
C: 0.59 -0.61 -0.16
C: -3.63 1.57 0.26
C: -3.22 0.16 0.65
C: -2.61 -0.62 -0.50
O: -2.54 -1.92 -0.72
H: 4.28 0.99 0.53
H: 5.44 -0.34 0.14
H: 4.29 -0.40 1.51
H: 2.99 -1.62 -0.53
H: 3.05 -0.09 -1.35
H: 0.52 -0.36 -1.34
H: -0.22 -0.09 0.33
H: 0.44 -1.74 0.05
H: -4.61 1.68 -0.33
H: -2.73 1.89 -0.51
H: -3.67 2.33 1.05
H: -3.08 -0.20 1.71
H: -2.52 0.00 -1.49
H: -1.98 0.13 0.12

## Properties
Total charge = -1
LUMO = 3.018 eV
Orbital gap = 4.2 eV


3 | A 2-piece molecular cluster, C6H14NO overall, computed with the ωB97M-V functional and the def2-TZVPD basis.

Atoms and positions in Å:
C: 0.08 -1.65 -2.80
C: -0.18 -1.36 -1.31
N: -0.20 0.06 -1.00
C: -0.67 0.72 2.74
C: -0.98 0.41 1.28
C: 0.24 0.34 0.37
C: 1.06 1.70 0.36
O: 1.62 2.03 1.52
H: -0.87 -1.81 -3.31
H: 0.46 -0.71 -3.20
H: 0.71 -2.51 -2.99
H: 0.39 -2.02 -0.65
H: -1.23 -1.70 -1.12
H: 1.37 -0.35 -1.45
H: -1.55 0.90 3.35
H: -0.14 1.68 2.71
H: 0.12 0.10 3.16
H: -1.66 1.14 0.82
H: -1.53 -0.54 1.27
H: 0.88 -0.48 0.74
H: 0.28 2.43 0.01
H: 1.78 1.59 -0.50

## Properties
Total charge = -1
LUMO = 3.553 eV
Orbital gap = 6.1 eV


4 | An isolated ion of composition C6H14NO and charge -1, computed with the ωB97M-V functional and the def2-TZVPD basis.

Atoms and positions in Å:
C: -0.44 -3.15 -0.99
C: -0.38 -2.01 -0.03
C: -0.31 -0.57 -0.73
C: -0.03 0.58 0.17
C: -0.65 1.98 -0.60
O: -1.69 2.39 0.07
N: 1.37 0.88 0.39
C: 1.88 0.30 1.64
H: -0.43 -4.20 -0.62
H: 0.44 -3.05 -1.61
H: -1.27 -3.05 -1.67
H: 0.59 -1.91 0.53
H: -1.18 -2.05 0.69
H: 0.35 -0.60 -1.63
H: -1.35 -0.49 -1.09
H: -0.78 0.44 1.00
H: -0.78 1.97 -1.73
H: 0.22 2.77 -0.43
H: 1.50 1.85 0.68
H: 1.40 0.81 2.48
H: 1.51 -0.81 1.87
H: 2.95 0.18 1.55

## Properties
Total charge = -1
LUMO = 3.711 eV
Orbital gap = 5.9 eV


What should be chosen as the least stable of them? Choose 2.


1 | A 4-piece molecular cluster, C36H76N4O4 overall, computed with the ωB97M-V functional and the def2-TZVPD basis.

Atoms and positions in Å:
C: 0.77 3.59 -5.97
C: 0.51 2.40 -5.04
C: -0.33 2.92 -3.86
C: -0.34 1.27 -5.66
C: 0.53 0.09 -6.22
C: 1.91 0.59 -6.64
C: 2.70 1.04 -5.40
C: 3.29 -0.12 -4.60
C: 3.79 2.00 -5.91
N: 1.76 1.81 -4.55
O: 2.34 2.32 -3.38
H: -0.12 4.22 -6.01
H: 1.59 4.16 -5.52
H: 1.12 3.39 -6.98
H: -0.32 2.09 -3.16
H: -0.04 3.87 -3.39
H: -1.32 3.29 -4.12
H: -1.19 0.93 -5.08
H: -0.68 1.63 -6.64
H: 0.66 -0.69 -5.46
H: -0.07 -0.32 -7.04
H: 1.90 1.36 -7.41
H: 2.37 -0.32 -7.03
H: 2.43 -0.65 -4.18
H: 4.09 0.15 -3.92
H: 3.79 -0.70 -5.38
H: 4.25 2.47 -5.03
H: 3.37 2.81 -6.51
H: 4.55 1.44 -6.46
H: 2.13 1.68 -2.68
C: -5.36 2.10 5.27
C: -4.00 2.42 5.93
C: -3.69 1.37 6.98
C: -2.97 2.29 4.79
C: -1.62 2.97 5.08
C: -1.98 4.42 5.37
C: -2.86 4.58 6.62
C: -2.18 4.12 7.93
C: -3.21 6.06 6.76
N: -4.11 3.84 6.36
O: -5.06 3.92 7.41
H: -5.46 1.06 4.98
H: -6.19 2.26 5.97
H: -5.67 2.81 4.49
H: -4.32 1.56 7.86
H: -3.79 0.38 6.57
H: -2.68 1.54 7.38
H: -2.74 1.24 4.57
H: -3.35 2.67 3.84
H: -1.00 2.67 5.93
H: -0.93 2.90 4.23
H: -2.52 4.80 4.49
H: -1.17 5.16 5.38
H: -1.37 3.41 7.75
H: -2.82 3.56 8.61
H: -1.81 4.97 8.51
H: -3.77 6.13 7.70
H: -3.88 6.48 6.00
H: -2.33 6.69 6.78
H: -5.53 4.74 7.20
C: 0.21 -0.10 -1.50
C: 0.31 0.55 -0.10
C: 1.82 0.77 0.12
C: -0.32 1.96 -0.18
C: -1.86 1.93 -0.12
C: -2.28 1.10 1.10
C: -1.72 -0.33 1.15
C: -2.03 -0.91 2.50
C: -2.47 -1.14 0.07
N: -0.28 -0.23 0.98
O: 0.38 -1.47 1.11
H: 0.46 -1.15 -1.57
H: -0.83 0.05 -1.81
H: 0.72 0.50 -2.26
H: 2.13 1.68 -0.39
H: 2.16 0.85 1.16
H: 2.42 -0.05 -0.28
H: 0.09 2.49 0.68
H: -0.05 2.48 -1.09
H: -2.20 2.97 -0.16
H: -2.18 1.44 -1.04
H: -3.37 1.10 1.17
H: -1.90 1.73 1.90
H: -3.08 -1.00 2.81
H: -1.58 -0.26 3.26
H: -1.69 -1.94 2.58
H: -2.56 -0.64 -0.90
H: -3.45 -1.50 0.36
H: -1.91 -2.02 -0.29
H: 0.75 -1.46 2.00
C: 0.66 -4.12 -1.50
C: 2.20 -4.07 -1.41
C: 2.74 -2.75 -2.04
C: 2.58 -4.00 0.05
C: 2.57 -5.40 0.76
C: 3.51 -6.31 -0.01
C: 3.02 -6.47 -1.49
C: 4.15 -7.16 -2.24
C: 1.80 -7.42 -1.54
N: 2.83 -5.17 -2.13
O: 2.33 -5.31 -3.44
H: 0.41 -4.35 -2.54
H: 0.30 -4.84 -0.79
H: 0.28 -3.11 -1.36
H: 2.46 -1.82 -1.55
H: 3.83 -2.75 -2.12
H: 2.28 -2.67 -3.03
H: 3.61 -3.63 0.17
H: 2.00 -3.37 0.73
H: 2.92 -5.20 1.77
H: 1.53 -5.73 0.82
H: 3.66 -7.31 0.39
H: 4.55 -5.95 0.02
H: 4.63 -7.94 -1.63
H: 4.95 -6.55 -2.66
H: 3.76 -7.67 -3.13
H: 1.51 -7.49 -2.59
H: 0.89 -7.06 -1.06
H: 2.14 -8.42 -1.28
H: 3.12 -5.18 -3.98

## Properties
Total charge = 0
LUMO = 0.577 eV
Orbital gap = 8.4 eV


2 | A 4-piece molecular cluster, C36H76N4O4 overall, computed with the ωB97M-V functional and the def2-TZVPD basis.

Atoms and positions in Å:
C: 1.26 -4.51 -2.92
C: 0.41 -4.25 -1.62
C: -1.08 -4.52 -1.95
C: 0.90 -5.22 -0.57
C: 2.11 -4.74 0.24
C: 1.82 -3.38 0.85
C: 1.39 -2.32 -0.23
C: 0.88 -1.05 0.46
C: 2.67 -2.09 -1.07
N: 0.40 -2.84 -1.20
O: -0.17 -1.93 -2.07
H: 2.00 -3.76 -3.16
H: 1.92 -5.39 -2.99
H: 0.62 -4.67 -3.80
H: -1.18 -5.54 -2.32
H: -1.53 -4.51 -0.95
H: -1.61 -3.83 -2.60
H: 0.05 -5.30 0.12
H: 1.16 -6.26 -0.81
H: 2.20 -5.48 1.03
H: 3.03 -4.83 -0.33
H: 2.65 -2.87 1.32
H: 1.04 -3.43 1.61
H: 0.69 -0.28 -0.29
H: 1.43 -0.47 1.20
H: -0.05 -1.34 0.96
H: 2.50 -1.12 -1.55
H: 2.96 -2.87 -1.76
H: 3.54 -1.84 -0.45
H: -1.08 -1.88 -1.76
C: -2.54 3.28 5.16
C: -1.27 2.89 4.40
C: -0.27 2.40 5.51
C: -1.54 1.81 3.36
C: -0.57 1.69 2.22
C: -0.34 3.07 1.52
C: 0.16 4.14 2.55
C: 1.63 3.77 2.81
C: -0.04 5.50 1.81
N: -0.75 4.10 3.72
O: -0.42 5.12 4.61
H: -3.18 2.40 5.27
H: -2.31 3.74 6.12
H: -3.14 4.01 4.61
H: -0.01 3.13 6.27
H: -0.92 1.68 6.00
H: 0.61 1.94 5.07
H: -1.47 0.84 3.87
H: -2.60 1.71 3.09
H: 0.34 1.20 2.57
H: -0.99 0.94 1.54
H: -1.31 3.41 1.14
H: 0.31 2.90 0.66
H: 2.09 4.35 3.61
H: 2.26 3.68 1.93
H: 1.67 2.77 3.27
H: 0.76 6.24 1.90
H: -0.90 6.02 2.22
H: -0.24 5.43 0.74
H: 0.47 4.88 4.93
C: 7.22 2.53 1.58
C: 7.51 2.58 0.03
C: 9.02 2.68 -0.16
C: 7.05 1.24 -0.59
C: 5.51 1.02 -0.65
C: 5.07 2.18 -1.52
C: 5.53 3.59 -1.17
C: 5.40 4.56 -2.33
C: 4.53 3.95 0.00
N: 6.88 3.68 -0.67
O: 7.18 4.94 -0.12
H: 8.08 2.92 2.13
H: 6.35 3.10 1.93
H: 7.10 1.54 2.03
H: 9.45 3.59 0.28
H: 9.62 1.92 0.35
H: 9.23 2.72 -1.23
H: 7.48 1.18 -1.59
H: 7.67 0.51 -0.07
H: 5.32 0.15 -1.27
H: 5.07 0.98 0.35
H: 3.97 2.19 -1.49
H: 5.25 1.95 -2.57
H: 6.32 4.70 -2.90
H: 5.31 5.59 -1.96
H: 4.52 4.39 -2.96
H: 3.54 4.27 -0.33
H: 4.73 4.88 0.55
H: 4.56 3.13 0.72
H: 6.73 4.81 0.73
C: -8.62 -1.92 -3.20
C: -8.19 -3.03 -2.22
C: -9.45 -3.61 -1.60
C: -7.60 -4.19 -3.05
C: -6.13 -4.00 -3.52
C: -5.21 -3.69 -2.37
C: -5.78 -2.50 -1.49
C: -4.91 -2.35 -0.26
C: -5.58 -1.29 -2.43
N: -7.21 -2.69 -1.19
O: -7.73 -1.59 -0.47
H: -7.98 -1.65 -4.04
H: -9.62 -2.16 -3.58
H: -8.75 -0.98 -2.66
H: -9.26 -4.26 -0.73
H: -9.92 -2.81 -1.02
H: -10.16 -4.09 -2.27
H: -7.72 -5.11 -2.48
H: -8.17 -4.24 -3.98
H: -5.96 -4.96 -4.02
H: -6.08 -3.24 -4.29
H: -4.23 -3.29 -2.65
H: -5.10 -4.59 -1.77
H: -5.16 -1.46 0.33
H: -3.86 -2.25 -0.52
H: -4.99 -3.28 0.29
H: -5.79 -1.48 -3.48
H: -4.53 -0.97 -2.49
H: -6.02 -0.32 -2.16
H: -7.99 -2.02 0.35

## Properties
Total charge = 0
LUMO = 0.348 eV
Orbital gap = 8.3 eV


What should be chosen as the least stable of them? Choose 2.